1.
DFT (wB97M-V/def2-TZVPD) results for C3H6N2O3 in the gas phase in a non-equilibrium geometry.

Structure (XYZ):
```
14
Properties=species:S:1:pos:R:3:forces:R:3:lowdin_charge:R:1
N 2.643 0.103 0.306 -0.2 5.5 -1.9 -0.02
N 1.670 -0.682 -0.370 9.3 -3.0 3.2 0.07
C 0.542 -0.426 -0.549 -2.8 6.5 -0.7 -0.68
O -0.407 -1.187 -0.730 -6.7 -6.6 -0.2 0.04
C -1.580 -1.085 0.249 -0.1 -0.3 -0.7 -0.07
O -2.342 0.158 -0.082 5.2 -1.5 1.6 -0.11
C -1.140 1.189 0.006 -1.6 -1.2 -3.7 -0.06
O 0.030 0.847 -0.786 0.0 1.3 2.4 0.00
H 2.702 1.175 -0.150 -0.5 -3.5 1.5 0.15
H 3.669 -0.081 0.470 -2.0 -1.5 -1.3 0.08
H -0.998 -1.253 1.299 -1.8 1.1 -2.1 0.18
H -2.320 -1.963 0.053 1.7 1.6 0.2 0.15
H -1.009 1.339 1.072 0.3 0.4 -0.2 0.13
H -1.460 1.868 -0.788 -0.8 1.2 1.8 0.14
```
Positions in Å, forces in eV/Å.

Summary:
* multiplicity: 1
* HOMO energy: -0.3264 Eh
* molecular weight: 118.09 g/mol
* ΔE to the lowest compared entry with this formula, charge and spin: 693.91 kJ/mol
* LUMO energy: 0.80 eV
* SMILES string: NN=C1OCOCO1
* gap between HOMO and LUMO: 9.68 eV
* calculated total energy: -452.9367 Ha

2.
DFT (wB97M-V/def2-TZVPD) results for C5H10N2O in the gas phase in a non-equilibrium geometry.

Structure (XYZ):
```
18
Properties=species:S:1:pos:R:3:forces:R:3:lowdin_charge:R:1
C -2.437 1.130 0.500 -2.1 -1.4 -2.0 0.02
C -2.948 -0.068 0.036 1.6 2.4 0.7 -0.17
O -2.187 -1.159 -0.380 -0.1 0.1 0.0 -0.05
C -0.832 -1.156 -0.459 0.7 0.8 -0.7 -0.16
N -0.088 -0.181 -0.129 -2.4 0.6 1.4 0.03
N 1.275 -0.305 -0.171 0.9 -2.7 -1.6 -0.35
C 1.900 0.747 -0.909 1.0 -0.9 -1.1 -0.10
C 1.944 -0.645 1.070 -1.1 -0.9 0.5 -0.10
H -3.228 1.914 0.554 0.9 -0.6 0.4 0.06
H -1.377 1.349 0.394 -0.5 0.0 0.6 0.03
H -4.031 -0.206 -0.117 0.9 -0.4 0.2 0.11
H -0.444 -1.999 -1.038 -0.2 -0.3 0.6 0.14
H 2.074 1.549 -0.208 0.7 0.9 -0.3 0.07
H 1.365 1.046 -1.800 -1.0 0.3 0.4 0.07
H 2.770 0.311 -1.489 -0.1 0.7 1.5 0.10
H 2.992 -0.876 0.761 -0.7 0.6 0.9 0.09
H 1.504 -1.596 1.530 0.6 1.2 -0.9 0.09
H 1.747 0.146 1.855 0.9 -0.4 -0.6 0.09
```
Positions in Å, forces in eV/Å.

Summary:
* multiplicity: 1
* HOMO energy: -0.2818 Eh
* molecular weight: 114.15 g/mol
* ΔE to the lowest compared entry with this formula, charge and spin: 399.73 kJ/mol
* LUMO energy: 1.02 eV
* SMILES string: C=CO/C=N/N(C)C
* gap between HOMO and LUMO: 8.68 eV
* calculated total energy: -381.1332 Ha